Run one
60
Properties=species:S:1:pos:R:3:nbo_charge:R:1 method="wB97M-V/def2-TZVPD" homo_lumo_gap_ha=0.3430 total_charge=0 homo_ev=-8.72
C -6.65 0.68 -5.15 -0.2494
O -6.42 2.04 -4.86 -0.5338
C -6.44 2.37 -3.49 -0.0509
C -5.18 1.93 -2.74 -0.5356
C -5.21 2.46 -1.32 0.6922
O -6.15 3.10 -0.89 -0.6367
N -4.14 2.16 -0.54 -0.4413
C -2.91 1.53 -0.95 -0.2157
C -1.78 2.56 -0.97 -0.4409
C -1.62 3.20 0.42 0.0983
O -1.24 2.23 1.39 -0.5296
C 0.04 1.80 1.47 0.4041
C 1.11 2.25 0.69 -0.3357
C 2.37 1.73 0.89 -0.1280
C 2.61 0.75 1.84 -0.1836
C 4.01 0.26 1.99 0.6704
O 4.97 0.94 1.70 -0.6242
N 4.12 -1.00 2.47 -0.6025
C 5.40 -1.67 2.62 -0.2545
C 5.39 -3.01 1.95 0.1168
C 4.56 -4.11 2.23 -0.3534
C 4.95 -5.08 1.34 0.1654
C 4.46 -6.47 1.13 -0.6452
N 5.95 -4.55 0.60 -0.1601
C 6.69 -5.18 -0.46 -0.4094
N 6.22 -3.30 0.96 -0.2642
C 1.55 0.31 2.63 -0.1640
C 0.29 0.83 2.44 -0.2891
C -2.97 3.78 0.87 -0.4196
C -4.06 2.71 0.80 -0.2302
H -6.75 0.61 -6.23 0.1946
H -5.81 0.05 -4.82 0.1574
H -7.57 0.33 -4.67 0.1648
H -7.33 1.93 -3.01 0.1730
H -6.53 3.45 -3.45 0.2016
H -5.11 0.84 -2.72 0.2206
H -4.31 2.32 -3.27 0.2243
H -3.02 1.06 -1.92 0.2173
H -2.67 0.75 -0.21 0.2045
H -0.85 2.06 -1.26 0.2214
H -2.00 3.34 -1.70 0.2136
H -0.88 4.00 0.38 0.1869
H 0.97 3.01 -0.07 0.2194
H 3.20 2.09 0.30 0.2376
H 3.30 -1.57 2.60 0.3934
H 5.63 -1.79 3.69 0.1981
H 6.16 -1.03 2.16 0.2590
H 3.80 -4.18 2.98 0.2172
H 3.65 -6.69 1.82 0.2326
H 4.08 -6.60 0.11 0.2223
H 5.26 -7.19 1.28 0.2225
H 7.21 -6.06 -0.09 0.2030
H 7.41 -4.45 -0.82 0.2413
H 6.03 -5.47 -1.27 0.2032
H 1.70 -0.41 3.41 0.2090
H -0.54 0.51 3.06 0.2228
H -2.87 4.14 1.90 0.2237
H -3.23 4.61 0.22 0.2151
H -5.03 3.15 1.04 0.2514
H -3.83 1.91 1.50 0.1988

Run two
60
Properties=species:S:1:pos:R:3:nbo_charge:R:1 method="wB97M-V/def2-TZVPD" homo_lumo_gap_ha=0.2983 total_charge=0 homo_ev=-8.08
O -1.10 -1.57 -1.57 -0.6530
C -0.43 -0.56 -1.30 0.7616
N 0.83 -0.41 -0.84 -0.6670
C 1.59 -1.62 -0.75 0.3935
C 1.31 -3.12 -0.93 -0.3595
C 2.49 -3.62 -0.62 -0.0271
N 3.40 -2.75 -0.39 -0.3449
N 2.85 -1.41 -0.72 -0.2240
C 3.70 -0.26 -0.54 -0.0617
C 3.30 0.97 -1.11 -0.4009
C 2.63 2.19 -0.04 -0.1968
N 1.84 1.36 0.85 -0.5047
C 2.86 0.28 1.68 -0.2412
C 4.09 0.06 1.06 -0.4371
H 4.86 0.70 0.95 0.2152
H 4.36 -0.98 1.61 0.2697
H 3.21 0.89 2.72 0.2013
H 2.24 -0.44 2.26 0.2480
C 1.11 2.17 1.68 -0.2226
C -0.40 1.48 1.98 -0.0608
C -1.53 2.25 1.86 -0.2069
C -2.87 1.80 2.18 -0.1688
C -2.94 0.45 2.03 -0.2914
C -1.89 -0.45 2.06 0.2940
C -0.55 0.23 1.62 -0.2404
H 0.36 -0.60 1.81 0.2246
O -1.84 -2.04 1.81 -0.4677
C -3.04 -2.39 1.73 -0.0478
C -3.84 -2.53 0.49 -0.0824
O -3.10 -3.33 -0.50 -0.7831
H -2.34 -2.72 -0.97 0.5123
H -3.86 -1.48 -0.08 0.1355
H -4.74 -2.85 0.52 0.1830
H -2.83 -3.72 1.94 0.1453
H -3.79 -2.26 2.54 0.1670
H -3.90 0.14 2.04 0.2150
H -3.58 2.36 1.92 0.1984
H -1.36 3.35 2.22 0.1967
H 0.87 3.09 1.29 0.2030
H 1.29 2.37 2.85 0.1978
H 3.58 2.51 0.55 0.1781
H 1.87 2.76 -0.32 0.2028
H 2.42 0.74 -1.83 0.2357
H 4.05 1.36 -1.57 0.2029
H 4.57 -0.55 -1.01 0.2331
H 2.95 -4.64 -0.68 0.2300
H 0.41 -3.53 -0.85 0.2312
H 1.13 0.18 -0.26 0.4371
C -1.17 0.93 -1.55 -0.3313
H -1.12 1.50 -0.51 0.2517
C -0.61 1.59 -2.76 -0.4366
H -0.19 2.55 -2.50 0.2084
H 0.31 1.01 -3.31 0.2151
C -1.82 1.64 -3.49 -0.0809
H -1.77 2.57 -4.06 0.1948
O -2.93 1.87 -2.49 -0.5075
C -2.74 0.73 -1.79 -0.0157
H -3.40 1.03 -0.79 0.1612
H -2.95 -0.11 -2.09 0.1524
H -1.85 0.84 -3.97 0.1653

Run three
60
Properties=species:S:1:pos:R:3:nbo_charge:R:1 method="wB97M-V/def2-TZVPD" homo_lumo_gap_ha=0.3257 total_charge=0 homo_ev=-8.23
C -3.07 2.39 0.66 -0.2504
O -1.74 2.06 0.95 -0.4845
C -1.24 0.90 0.45 0.2443
C -1.94 0.01 -0.35 -0.2484
C -1.34 -1.15 -0.83 -0.1462
C -2.17 -2.02 -1.71 0.6741
O -3.39 -2.01 -1.68 -0.6419
N -1.47 -2.81 -2.56 -0.6341
C -2.13 -3.57 -3.60 -0.0467
C -1.20 -4.66 -4.10 -0.6176
C -2.64 -2.65 -4.73 -0.4173
C -1.56 -1.84 -5.44 -0.2177
N -0.96 -0.84 -4.60 -0.1677
C -1.50 0.34 -4.21 -0.0451
C -0.57 0.95 -3.39 -0.3325
C 0.50 0.05 -3.34 -0.0512
N 0.25 -1.02 -4.07 -0.3033
C -0.03 -1.43 -0.49 -0.1872
C 0.68 -0.56 0.32 -0.3237
C 0.11 0.61 0.78 0.3483
O 0.72 1.56 1.54 -0.5056
C 2.06 1.38 1.97 0.1005
C 2.55 2.76 2.42 -0.4289
C 3.51 2.65 3.59 -0.2248
N 2.84 2.08 4.74 -0.4443
C 3.06 2.63 5.96 0.6867
C 2.23 2.07 7.10 -0.7113
O 3.87 3.52 6.12 -0.6334
C 1.85 1.06 4.46 -0.2185
C 2.15 0.38 3.13 -0.4344
H -3.22 2.51 -0.42 0.1751
H -3.26 3.34 1.16 0.2001
H -3.77 1.63 1.04 0.1800
H -2.97 0.19 -0.62 0.2444
H -0.49 -2.60 -2.72 0.4180
H -3.02 -4.02 -3.14 0.2231
H -1.67 -5.23 -4.89 0.2137
H -0.96 -5.34 -3.28 0.2214
H -0.27 -4.24 -4.47 0.2054
H -3.16 -3.26 -5.47 0.2132
H -3.37 -1.97 -4.29 0.2292
H -0.75 -2.49 -5.78 0.2244
H -2.00 -1.34 -6.31 0.2109
H -2.47 0.65 -4.54 0.2211
H -0.65 1.89 -2.90 0.2304
H 1.43 0.14 -2.82 0.2121
H 0.45 -2.35 -0.81 0.2155
H 1.70 -0.81 0.58 0.2188
H 2.67 1.02 1.13 0.1793
H 3.02 3.29 1.59 0.2222
H 1.67 3.34 2.72 0.2261
H 3.88 3.63 3.89 0.2529
H 4.38 2.04 3.31 0.1841
H 2.50 1.03 7.29 0.2249
H 2.46 2.65 7.99 0.2435
H 1.17 2.13 6.88 0.2234
H 0.84 1.51 4.41 0.1939
H 1.85 0.31 5.26 0.2104
H 3.15 -0.06 3.16 0.2131
H 1.43 -0.42 2.98 0.2323

Which structure is most stable? run three, by 0.166 eV over the runner-up.

Run one
28
Properties=species:S:1:pos:R:3:nbo_charge:R:1 method="wB97M-V/def2-TZVPD" homo_lumo_gap_ha=0.3320 total_charge=0 homo_ev=-8.35
C -1.29 1.02 -3.23 -0.6059
C -1.01 1.51 -1.83 -0.4082
C -1.21 0.34 -0.91 -0.0818
C -2.15 0.37 0.11 -0.1816
C -2.07 -0.64 1.05 -0.2733
C -1.53 -1.93 0.74 0.3084
O -1.54 -2.77 1.75 -0.6509
C -0.82 -2.01 -0.45 -0.3124
C -0.53 -0.81 -1.18 -0.1885
H -2.17 0.40 -3.29 0.2080
H -0.59 0.28 -3.53 0.2117
H -1.44 1.74 -3.93 0.2089
H 0.16 1.73 -1.66 0.1958
H -1.50 2.47 -1.45 0.2213
H -2.85 1.22 0.42 0.2250
H -2.96 -0.60 1.78 0.2130
H -1.17 -3.63 1.51 0.4820
H -0.12 -2.85 -0.28 0.2019
H 0.42 -0.84 -1.79 0.2296
C 1.82 0.29 -0.04 -0.7097
S 3.30 0.89 0.93 0.1247
C 2.25 2.02 1.98 -0.7412
H 2.35 -0.24 -0.95 0.2234
H 1.12 -0.27 0.57 0.2187
H 1.21 1.06 -0.34 0.1926
H 2.53 1.87 3.04 0.2252
H 1.20 1.70 1.99 0.2229
H 2.59 2.97 1.45 0.2404

Run two
28
Properties=species:S:1:pos:R:3:nbo_charge:R:1 method="wB97M-V/def2-TZVPD" homo_lumo_gap_ha=0.3363 total_charge=0 homo_ev=-8.83
C -0.71 -0.06 -0.25 -0.0880
C 0.59 0.46 -0.34 -0.2564
C -1.91 -0.12 -0.10 0.0853
C 1.72 -0.09 0.13 -0.1559
C -4.09 0.34 -1.06 -0.6040
C -3.80 -1.82 0.22 -0.5906
C 3.17 0.60 -1.83 -0.6029
C 3.56 1.56 0.61 -0.6038
C -3.34 -0.34 0.10 -0.3127
C 3.09 0.39 -0.20 -0.2730
O 2.51 -1.74 2.08 -0.9742
S 1.58 -1.74 0.94 1.1156
H 2.50 -2.32 -0.15 0.0005
H 0.73 1.36 -0.86 0.2203
H -4.46 1.39 -0.71 0.2191
H -5.14 -0.14 -1.09 0.2088
H -3.62 0.30 -2.04 0.2274
H -3.07 -2.30 0.94 0.2179
H -3.58 -2.27 -0.75 0.2115
H -4.88 -1.92 0.59 0.2204
H 2.61 -0.25 -2.33 0.2174
H 4.27 0.64 -2.02 0.2237
H 2.54 1.52 -2.01 0.2023
H 3.78 1.26 1.73 0.2302
H 2.85 2.31 0.59 0.2014
H 4.59 1.92 0.30 0.2145
H -3.55 0.12 1.02 0.2281
H 3.80 -0.50 0.06 0.2171

Which structure is most stable? run one, by 1.706 eV over the runner-up.

Run one
20
Properties=species:S:1:pos:R:3:nbo_charge:R:1 method="wB97M-V/def2-TZVPD" homo_lumo_gap_ha=0.3131 total_charge=0 homo_ev=-7.45
C 1.00 1.54 -0.43 -0.2713
C -0.33 1.74 -0.59 -0.0407
N -0.99 1.03 0.49 -0.2645
C -2.18 0.21 0.19 -0.2042
C -1.72 -1.23 -0.02 -0.4927
C -0.26 -1.24 0.17 0.1884
C 0.96 -1.60 -0.19 -0.2340
C 2.06 -0.68 0.18 -0.4269
C 1.35 0.55 0.67 -0.0949
N 0.02 0.13 1.05 -0.2848
H 1.79 2.17 -0.67 0.2054
H -0.88 2.34 -1.24 0.2102
H -2.46 0.64 -0.72 0.1926
H -2.91 0.41 0.89 0.2023
H -1.80 -1.46 -1.04 0.2343
H -2.32 -1.80 0.65 0.2402
H 1.29 -2.22 -0.99 0.2128
H 2.74 -0.90 0.92 0.2143
H 2.58 -0.62 -0.77 0.2142
H 2.05 0.99 1.44 0.1992

Run two
20
Properties=species:S:1:pos:R:3:nbo_charge:R:1 method="wB97M-V/def2-TZVPD" homo_lumo_gap_ha=0.3377 total_charge=0 homo_ev=-8.41
C -2.10 2.13 1.29 -0.2965
C -3.12 1.13 1.32 -0.3039
C -2.54 -0.08 1.46 -0.0647
N -1.21 0.13 1.62 -0.5370
C -0.93 1.50 1.45 -0.0957
H -2.21 3.19 1.48 0.2275
H -4.18 1.36 1.37 0.2221
H -3.06 -1.02 1.62 0.2189
H -0.55 -0.60 1.89 0.4175
H 0.08 1.91 1.49 0.2177
C 2.88 -0.67 -2.15 -0.2868
C 2.41 -2.01 -1.92 -0.3143
C 1.33 -1.91 -1.06 -0.0761
N 1.17 -0.56 -0.82 -0.5260
C 2.18 0.21 -1.41 -0.0921
H 3.65 -0.44 -2.89 0.2153
H 2.93 -2.88 -2.32 0.2247
H 0.57 -2.64 -0.78 0.2150
H 0.47 -0.07 -0.24 0.4166
H 2.22 1.30 -1.38 0.2177

Run three
20
Properties=species:S:1:pos:R:3:nbo_charge:R:1 method="wB97M-V/def2-TZVPD" homo_lumo_gap_ha="0.2948 / 0.2947" total_charge=0 homo_ev="-7.95 / -7.95"
C -0.41 0.13 1.66 -0.6391
C -0.09 -0.61 0.32 0.1726
C 1.19 -0.99 -0.05 -0.2934
C 2.35 -0.33 0.24 -0.2304
C 2.32 1.08 0.11 -0.0515
N 1.46 1.84 -0.54 -0.1788
N 0.24 1.60 -0.46 -0.1975
C -0.80 1.64 -1.39 -0.0750
C -1.51 0.53 -1.36 -0.1698
C -1.24 -0.76 -0.63 -0.5044
H 0.48 0.42 2.32 0.2247
H -0.96 -0.50 2.24 0.2009
H -0.94 0.98 1.37 0.2275
H 1.29 -1.89 -0.65 0.2065
H 3.31 -0.82 0.18 0.2165
H 3.43 1.38 0.16 0.1928
H -0.94 2.62 -1.98 0.2252
H -2.31 0.49 -2.11 0.2084
H -2.15 -1.22 -0.30 0.2369
H -0.90 -1.45 -1.43 0.2278

Which structure is most stable? run two, by 3.098 eV over the runner-up.

Run one
8
Properties=species:S:1:pos:R:3:nbo_charge:R:1 method="wB97M-V/def2-TZVPD" homo_lumo_gap_ha="0.3812 / 0.3813" total_charge=+1 homo_ev="-18.07 / -18.08"
C 0.87 -1.01 0.07 0.2585
C -0.60 0.54 -0.56 0.4739
N 0.94 -0.49 1.18 -0.0036
N -0.53 0.92 0.67 -0.4452
O 0.16 -0.48 -0.96 -0.3805
H 1.41 -1.78 -0.49 0.3135
H -1.25 0.79 -1.35 0.2689
H -1.01 1.51 1.43 0.5145

Run two
8
Properties=species:S:1:pos:R:3:nbo_charge:R:1 method="wB97M-V/def2-TZVPD" homo_lumo_gap_ha=0.4031 total_charge=+1 homo_ev=-18.32
C -1.27 0.32 0.13 0.2764
C 0.91 0.36 -0.07 0.4839
N -1.25 -0.91 0.16 0.0069
N 0.77 -0.89 0.10 -0.4168
O -0.16 1.09 0.08 -0.3638
H -2.16 0.86 -0.09 0.2921
H 1.79 0.84 -0.14 0.2489
H 1.37 -1.67 -0.16 0.4724

Which structure is most stable? run two, by 0.546 eV over the runner-up.

Run one
8
Properties=species:S:1:pos:R:3:nbo_charge:R:1 method="wB97M-V/def2-TZVPD" homo_lumo_gap_ha=0.4942 total_charge=+1 homo_ev=-19.50
C 0.48 -0.05 0.55 0.8153
C 0.17 -0.65 -0.95 -0.6304
N -1.18 2.09 1.46 0.2749
N -0.84 1.12 1.09 -0.0431
O 1.23 -0.09 1.39 -0.2889
H -0.75 -1.32 -0.89 0.3002
H 1.04 -1.22 -1.03 0.2811
H -0.16 0.12 -1.62 0.2909

Run two
8
Properties=species:S:1:pos:R:3:nbo_charge:R:1 method="wB97M-V/def2-TZVPD" homo_lumo_gap_ha=0.3827 total_charge=+1 homo_ev=-16.08
C -1.57 1.20 0.06 0.4560
N -0.86 0.28 0.00 -0.0390
N 0.22 -0.53 -0.05 -0.4320
C 1.43 0.12 -0.01 0.5135
O 1.48 1.30 0.07 -0.4801
H -2.40 1.84 -0.05 0.3023
H -0.17 -1.46 -0.30 0.4741
H 2.38 -0.57 -0.03 0.2052

Which structure is most stable? run one, by 1.559 eV over the runner-up.

Run one
7
Properties=species:S:1:pos:R:3:nbo_charge:R:1 method="wB97M-V/def2-TZVPD" homo_lumo_gap_ha=0.3276 total_charge=0 homo_ev=-9.35
O 2.27 -1.07 0.36 -0.4304
C 1.70 -0.04 0.24 0.6923
C 1.02 1.06 0.19 -0.5759
Br 1.54 2.48 -1.03 0.0687
H 0.13 1.19 0.59 0.2452
Br -2.94 -1.96 -0.81 -0.2199
H -3.72 -1.66 0.46 0.2200

Run two
7
Properties=species:S:1:pos:R:3:nbo_charge:R:1 method="wB97M-V/def2-TZVPD" homo_lumo_gap_ha="0.2444 / 0.2983" total_charge=0 homo_ev="-9.84 / -10.51"
C 0.54 -0.51 -0.39 0.2943
C -0.31 0.70 -0.19 -0.2497
O 0.53 -1.18 -1.38 -0.4811
Br -1.37 -1.18 1.80 -0.1910
Br 0.43 2.04 0.81 0.2206
H 1.20 -0.91 0.36 0.1578
H -1.00 1.05 -1.02 0.2492

Run three
7
Properties=species:S:1:pos:R:3:nbo_charge:R:1 method="wB97M-V/def2-TZVPD" homo_lumo_gap_ha=0.3234 total_charge=0 homo_ev=-9.37
O 0.54 -0.06 2.05 -0.4200
C 0.65 -0.50 0.98 0.6705
C 0.94 -1.07 -0.13 -0.5964
Br 0.64 0.09 -1.71 0.0471
H 1.08 -2.15 -0.48 0.2985
Br -2.54 1.51 -0.46 -0.1983
H -1.31 2.17 -0.26 0.1986

Which structure is most stable? run three, by 0.118 eV over the runner-up.